--- 1 ---
Molecular formula: C4H14N2OS
Method: DFT, ωB97M-V/def2-TZVPD

Properties
Gap between HOMO and LUMO in eV: 5.04

ORCA input file:
```
! RIJCOSX wB97M-V def2-TZVPD def2/J DEFGRID3
* xyz 0 1
C 1.293 -0.613 1.061
N -0.041 1.055 -0.673
C -1.009 0.030 -1.072
C -1.798 -0.428 0.220
S -3.456 -1.068 -0.363
C 2.696 -0.567 0.502
N 2.832 -0.380 -1.000
H 1.117 0.148 1.828
H 0.912 -1.595 1.392
H 0.836 0.306 0.216
H -0.379 -0.786 -1.392
H -1.723 0.497 -1.764
H -1.340 -1.086 0.941
H -1.774 0.575 0.693
H -3.931 -1.494 0.809
H 3.412 0.173 0.917
H 3.174 -1.565 0.579
H 2.198 -1.159 -1.309
H 2.016 0.194 -1.328
H -2.526 3.184 -0.312
H -0.585 1.825 -0.256
O -1.926 2.754 0.310
*
```

---

--- 2 ---
Molecular formula: C4H14N2OS
Method: DFT, ωB97M-V/def2-TZVPD

Properties
SMILES: NCCNCCS.O
Gap between HOMO and LUMO in eV: 9.08

ORCA input file:
```
! RIJCOSX wB97M-V def2-TZVPD def2/J DEFGRID3
* xyz 0 1
N -2.315 -0.623 0.908
C -1.398 -1.360 0.022
C -1.043 -0.662 -1.297
N -0.178 0.525 -1.021
C 1.280 0.300 -1.146
C 2.056 -0.040 0.121
S 2.629 -1.817 0.172
H -1.723 0.036 1.384
H -2.974 -0.049 0.394
H -0.464 -1.483 0.567
H -1.837 -2.347 -0.142
H -0.571 -1.302 -2.036
H -1.911 -0.196 -1.775
H -0.333 0.836 -0.067
H 1.402 -0.444 -1.931
H 1.689 1.237 -1.545
H 1.404 -0.016 0.992
H 2.964 0.541 0.211
H 3.459 -1.719 -0.879
O -0.942 3.075 2.118
H -1.023 2.170 2.340
H -0.168 3.337 2.607
*
```

---

--- 3 ---
Molecular formula: C4H14N2OS
Method: DFT, ωB97M-V/def2-TZVPD

Properties
SMILES: NCCNCCS.O
Gap between HOMO and LUMO in eV: 8.98

ORCA input file:
```
! RIJCOSX wB97M-V def2-TZVPD def2/J DEFGRID3
* xyz 0 1
N 0.450 -2.189 1.592
C -0.279 -1.892 0.370
C -1.277 -0.733 0.401
N -0.717 0.630 0.420
C -0.896 1.409 -0.793
C 0.070 1.062 -1.955
S -0.759 0.402 -3.454
H 1.023 -1.437 1.947
H -0.080 -2.616 2.334
H 0.441 -1.740 -0.434
H -0.888 -2.767 0.167
H -1.907 -0.834 -0.481
H -1.961 -0.827 1.254
H 0.256 0.650 0.722
H -1.929 1.308 -1.111
H -0.708 2.452 -0.537
H 0.743 0.277 -1.643
H 0.616 1.941 -2.269
H -0.789 1.543 -4.151
O 2.966 1.054 2.146
H 3.310 0.646 2.954
H 2.314 1.660 2.520
*
```

---

Result of the stability comparison: 3 is the most stable of them.

---

--- 1 ---
Molecular formula: C2H5NSi
Method: DFT, ωB97M-V/def2-TZVPD

Properties
Gap between HOMO and LUMO in eV: 7.64

ORCA input file:
```
! RIJCOSX wB97M-V def2-TZVPD def2/J DEFGRID3
* xyz 0 1
C 0.739 -1.209 -0.043
C 1.134 -1.073 1.204
N 0.188 -1.280 -1.127
Si -1.450 2.591 -0.968
H 0.734 -0.212 1.750
H 1.599 -1.932 1.641
H 0.431 -0.919 -2.016
H -2.633 1.774 -0.727
H -0.742 2.260 0.286
*
```

---

--- 2 ---
Molecular formula: C2H5NSi
Method: DFT, ωB97M-V/def2-TZVPD

Properties
Gap between HOMO and LUMO in eV: 10.26

ORCA input file:
```
! RIJCOSX wB97M-V def2-TZVPD def2/J DEFGRID3
* xyz 0 1
C -1.266 2.157 -0.409
C -0.923 1.038 -0.342
N -0.442 -0.793 -0.537
Si 1.140 -0.944 0.191
H -1.723 3.108 -0.318
H -1.104 -1.378 -0.014
H 2.065 -0.040 -0.463
H 1.315 -2.401 0.240
H 0.939 -0.745 1.651
*
```

---

--- 3 ---
Molecular formula: C2H5NSi
Method: DFT, ωB97M-V/def2-TZVPD

Properties
Gap between HOMO and LUMO in eV: 7.77

ORCA input file:
```
! RIJCOSX wB97M-V def2-TZVPD def2/J DEFGRID3
* xyz 0 1
C 0.645 -0.561 0.477
C -0.402 0.106 0.482
N 1.487 -1.428 0.260
Si -1.549 1.206 1.092
H 0.918 -0.737 -2.202
H 0.660 -0.668 -2.989
H 2.554 -1.292 0.457
H -1.407 2.184 2.060
H -2.906 1.191 0.363
*
```

---

Result of the stability comparison: 1 is the most stable of them.

---

--- 1 ---
Molecular formula: C4H8N2
Method: DFT, ωB97M-V/def2-TZVPD

Properties
Gap between HOMO and LUMO in eV: 12.15

ORCA input file:
```
! RIJCOSX wB97M-V def2-TZVPD def2/J DEFGRID3
* xyz 2 1
C 4.564 0.511 0.082
C -0.302 -0.302 -0.141
C 0.586 -1.205 0.048
C -2.547 0.385 0.281
N 3.510 0.089 0.048
N -1.222 0.525 -0.287
H 5.561 0.921 0.109
H 1.161 -1.292 0.961
H 0.655 -2.046 -0.636
H 2.581 -0.334 -0.002
H -2.578 -0.428 1.003
H -3.274 0.185 -0.510
H -2.828 1.322 0.764
H -1.088 1.372 -0.849
*
```

---

--- 2 ---
Molecular formula: C4H8N2
Method: DFT, ωB97M-V/def2-TZVPD

Properties
SMILES: CC(=[NH2+])[N+]1=CC1
Gap between HOMO and LUMO in eV: 10.66

ORCA input file:
```
! RIJCOSX wB97M-V def2-TZVPD def2/J DEFGRID3
* xyz 2 1
C 0.234 0.208 1.749
C -0.178 -0.561 0.471
N -0.931 -1.605 0.423
N 0.061 0.095 -0.777
C 0.362 0.015 -2.002
C 0.516 1.385 -1.477
H -0.603 0.895 1.958
H 0.490 -0.440 2.605
H 0.947 1.123 1.696
H -0.921 -2.143 1.392
H -1.471 -1.833 -0.326
H 0.369 -0.658 -2.782
H 1.478 1.632 -1.163
H -0.355 1.885 -1.767
*
```

---

Result of the stability comparison: 1 is the most stable of them.